Entry 1:
Entry from the OMol25 dataset: 14 unconnected molecules or ions with the total composition C33H76N4O16S2 at a distorted geometry (wB97M-V/def2-TZVPD).

Charge = 0
Total energy = -3521.96091 Ha

Last column: Mulliken charge in e.
Atoms and positions in Å:
C1 0.867 5.435 3.336  -0.139
C2 1.129 4.677 2.446  -1.111
C3 1.241 3.538 1.584  0.686
C4 2.405 2.781 1.618  -1.306
C5 2.523 1.647 0.852  -0.769
C6 1.476 1.276 0.026  -0.432
C7 0.335 2.057 -0.041  1.427
C8 0.180 3.195 0.742  0.329
C9 -1.070 4.036 0.682  -2.523
C10 -2.271 3.498 1.509  1.330
N1 -1.858 2.354 2.332  -0.585
N2 -3.374 3.136 0.580  -0.683
N3 -2.721 4.553 2.415  -0.627
S1 -0.908 1.524 -1.183  0.278
C11 -0.815 -0.220 -0.887  1.505
C12 -1.942 -1.013 -0.840  -0.786
C13 -1.804 -2.370 -0.600  -1.010
C14 -0.551 -2.916 -0.387  0.180
C15 -0.405 -4.384 -0.047  -0.834
C16 0.159 -4.527 1.380  -0.456
C17 -0.925 -4.783 2.409  -0.728
C18 -0.353 -4.707 3.833  -0.248
S2 -0.372 -3.102 4.582  1.170
O1 -1.214 -3.177 5.748  -0.679
O2 0.948 -2.607 4.849  -0.677
O3 -1.076 -2.140 3.534  -0.357
C19 0.574 -2.110 -0.455  -0.618
C20 0.449 -0.754 -0.696  -0.883
N4 1.577 0.097 -0.751  0.079
H1 0.745 6.092 4.157  0.433
H2 3.205 3.094 2.269  0.481
H3 3.420 1.044 0.882  0.585
H4 -0.803 5.008 1.082  0.561
H5 -1.343 4.193 -0.360  0.696
H6 -2.613 2.178 2.991  0.348
H7 -1.843 1.538 1.727  0.085
H8 -3.043 3.045 -0.370  0.129
H9 -3.810 2.273 0.871  0.232
H10 -3.379 4.137 3.068  0.325
H11 -3.276 5.179 1.844  0.389
H12 -2.908 -0.557 -0.987  0.521
H13 -2.683 -2.997 -0.577  0.391
H14 -1.423 -4.763 -0.039  0.025
H15 0.213 -4.901 -0.774  0.433
H16 0.669 -3.607 1.675  0.414
H17 0.922 -5.297 1.417  0.329
H18 -1.293 -5.798 2.279  0.393
H19 -1.743 -4.075 2.310  0.390
H20 -0.879 -5.365 4.508  -0.269
H21 0.689 -5.016 3.827  0.502
H22 -0.948 -1.248 3.898  0.292
H23 1.556 -2.533 -0.291  0.454
H24 2.402 -0.431 -0.503  0.223
C21 0.627 0.861 -4.884  -0.154
O4 0.284 -0.238 -4.046  -0.580
H25 0.468 0.574 -5.918  0.190
H26 0.000 1.727 -4.650  -0.110
H27 1.679 1.127 -4.743  0.205
H28 0.438 0.052 -3.140  0.413
C22 4.426 3.099 -4.885  -0.486
O5 3.624 3.343 -3.734  -0.431
H29 4.518 4.030 -5.439  0.221
H30 5.423 2.761 -4.591  0.236
H31 3.962 2.348 -5.530  0.221
H32 3.548 2.511 -3.258  0.226
C23 1.850 -3.158 8.354  -0.067
O6 2.723 -4.109 7.746  -0.529
H33 1.641 -3.484 9.369  0.296
H34 2.323 -2.173 8.388  -0.025
H35 0.913 -3.097 7.796  0.021
H36 2.888 -3.805 6.849  0.309
C24 -2.295 -7.500 5.458  -0.403
O7 -3.599 -6.934 5.415  -0.510
H37 -1.899 -7.490 4.444  0.073
H38 -1.638 -6.911 6.107  0.199
H39 -2.327 -8.533 5.813  0.335
H40 -3.952 -6.937 6.309  0.291
C25 -4.456 -2.115 7.254  -0.467
O8 -3.209 -2.080 7.929  -0.499
H41 -5.234 -1.919 7.989  0.246
H42 -4.510 -1.349 6.475  0.211
H43 -4.636 -3.096 6.804  0.201
H44 -2.524 -2.256 7.275  0.358
C26 0.704 2.749 -8.683  -0.515
O9 1.123 1.485 -8.162  -0.456
H45 0.072 3.223 -7.940  0.168
H46 1.562 3.394 -8.875  0.286
H47 0.130 2.620 -9.605  0.295
H48 1.685 1.066 -8.818  0.253
C27 -2.756 3.558 -3.905  -0.571
O10 -3.169 3.565 -2.541  -0.416
H49 -1.669 3.530 -3.915  0.105
H50 -3.135 2.677 -4.428  0.294
H51 -3.093 4.461 -4.421  0.344
H52 -4.130 3.590 -2.518  0.233
C28 1.301 -8.422 0.326  -0.552
O11 1.164 -7.691 1.543  -0.416
H53 0.806 -7.850 -0.455  0.179
H54 2.353 -8.549 0.060  0.283
H55 0.827 -9.403 0.401  0.275
H56 1.597 -8.195 2.237  0.262
C29 3.678 0.552 7.313  -0.424
O12 4.491 0.051 8.371  -0.514
H57 3.520 1.613 7.489  0.248
H58 4.178 0.423 6.349  0.213
H59 2.707 0.050 7.293  0.180
H60 4.632 -0.887 8.218  0.301
C30 -3.263 -6.485 -2.220  -0.599
O13 -3.533 -5.548 -1.182  -0.443
H61 -2.215 -6.381 -2.488  0.224
H62 -3.444 -7.509 -1.883  0.286
H63 -3.875 -6.283 -3.102  0.275
H64 -4.459 -5.632 -0.942  0.281
C31 0.481 6.915 -9.164  -0.373
O14 0.154 5.789 -8.346  -0.448
H65 0.297 6.629 -10.197  0.217
H66 -0.139 7.779 -8.914  0.095
H67 1.537 7.179 -9.052  0.269
H68 0.315 6.040 -7.433  0.266
C32 6.036 1.423 -0.561  -0.439
O15 5.884 0.010 -0.692  -0.506
H69 5.192 1.890 -1.063  0.107
H70 6.027 1.717 0.492  0.273
H71 6.961 1.767 -1.028  0.317
H72 6.626 -0.409 -0.249  0.286
C33 -2.223 10.558 -8.269  -0.523
O16 -1.260 9.746 -8.936  -0.475
H73 -2.392 10.123 -7.288  0.222
H74 -1.858 11.580 -8.145  0.238
H75 -3.169 10.575 -8.815  0.248
H76 -1.107 10.126 -9.805  0.266

---

Entry 2:
Entry from the OMol25 dataset: 8 unconnected molecules or ions with the total composition C33H77N5O14 at a distorted geometry (wB97M-V/def2-TZVPD).

SMILES string = COCCOCCOC.COCCOCCOC.COCCOCCOC.CN(C)C=O.CN(C)C=O.CN(C)C=O.CN(C)C=O.CN(C)C=O
Charge = 0
Total energy = -2630.27964 Ha

Last column: Mulliken charge in e.
Atoms and positions in Å:
C1 4.889 12.790 6.824  -0.756
O1 4.809 11.431 6.372  -0.330
C2 3.396 11.122 6.080  -0.375
C3 3.226 9.635 6.117  -0.740
O2 3.125 9.041 7.455  -0.372
C4 4.228 9.125 8.447  -0.243
C5 4.005 7.960 9.519  -0.702
O3 4.473 6.726 8.958  -0.378
C6 3.397 5.955 8.346  -0.568
H1 4.061 13.422 6.505  0.341
H2 5.882 13.192 6.622  0.262
H3 4.729 12.827 7.902  0.296
H4 3.155 11.550 5.107  0.375
H5 2.794 11.648 6.821  0.382
H6 4.067 9.194 5.582  0.334
H7 2.375 9.222 5.574  0.383
H8 4.271 10.036 9.043  0.263
H9 5.227 9.143 8.011  0.358
H10 2.969 7.969 9.857  0.327
H11 4.598 8.159 10.411  0.406
H12 2.695 6.688 7.950  0.237
H13 2.862 5.354 9.081  0.263
H14 3.833 5.334 7.563  0.237
C7 -5.429 -8.387 -2.971  -0.695
O4 -6.835 -8.203 -2.806  -0.307
C8 -7.267 -7.390 -1.647  -0.593
C9 -8.614 -6.881 -2.202  -0.392
O5 -9.069 -5.894 -1.257  -0.276
C10 -9.936 -4.952 -1.672  -0.414
C11 -10.481 -3.978 -0.601  -0.550
O6 -9.578 -3.005 -0.069  -0.365
C12 -9.253 -1.993 -0.980  -0.743
H15 -5.113 -8.828 -3.917  0.241
H16 -5.034 -9.035 -2.189  0.290
H17 -4.965 -7.430 -2.734  0.296
H18 -6.593 -6.717 -1.117  0.413
H19 -7.477 -8.107 -0.853  0.281
H20 -9.381 -7.626 -2.412  0.303
H21 -8.278 -6.376 -3.108  0.287
H22 -10.716 -5.417 -2.276  0.364
H23 -9.410 -4.421 -2.465  0.305
H24 -10.605 -4.545 0.322  0.258
H25 -11.428 -3.504 -0.858  0.422
H26 -9.020 -1.128 -0.360  0.325
H27 -10.225 -1.632 -1.317  0.327
H28 -8.640 -2.330 -1.817  0.222
C13 4.154 -2.357 2.055  -0.646
O7 3.574 -3.459 1.264  -0.395
C14 2.176 -3.572 1.066  -0.248
C15 1.688 -4.360 -0.027  -0.672
O8 2.169 -4.149 -1.283  -0.439
C16 2.024 -2.791 -1.790  -0.578
C17 0.665 -2.000 -1.551  -0.315
O9 -0.369 -2.578 -2.282  -0.348
C18 -1.320 -1.620 -2.873  -0.737
H29 3.728 -2.100 3.025  0.270
H30 3.982 -1.572 1.318  0.296
H31 5.208 -2.592 2.203  0.222
H32 1.764 -2.573 0.927  0.289
H33 1.648 -4.022 1.907  0.307
H34 0.601 -4.276 -0.018  0.343
H35 1.892 -5.408 0.191  0.450
H36 2.301 -2.924 -2.836  0.378
H37 2.791 -2.212 -1.276  0.302
H38 0.817 -1.019 -2.001  0.483
H39 0.351 -2.004 -0.507  0.168
H40 -0.781 -0.770 -3.292  0.305
H41 -1.927 -1.205 -2.068  0.319
H42 -2.039 -2.092 -3.542  0.249
C19 -3.928 6.708 3.093  -0.874
N1 -3.932 6.646 1.618  0.071
C20 -4.559 7.825 1.002  -0.947
C21 -3.450 5.585 0.889  0.200
O10 -3.629 5.439 -0.308  -0.576
H43 -3.345 5.933 3.591  0.295
H44 -4.939 6.766 3.497  0.311
H45 -3.482 7.655 3.398  0.311
H46 -4.004 8.761 1.068  0.303
H47 -4.681 7.643 -0.066  0.305
H48 -5.559 7.991 1.401  0.329
H49 -3.106 4.759 1.530  0.273
C22 5.398 -11.186 1.863  -0.970
N2 4.435 -12.064 2.475  0.060
C23 4.292 -13.272 1.749  -0.892
C24 3.779 -11.679 3.588  0.243
O11 2.993 -12.362 4.217  -0.590
H50 5.152 -10.823 0.866  0.330
H51 6.376 -11.660 1.776  0.336
H52 5.593 -10.303 2.473  0.302
H53 5.323 -13.604 1.628  0.312
H54 3.731 -14.073 2.230  0.314
H55 3.995 -13.115 0.712  0.303
H56 4.085 -10.639 3.779  0.254
C25 8.975 -4.248 -2.947  -0.844
N3 9.525 -4.858 -4.089  0.070
C26 10.973 -4.723 -4.430  -0.941
C27 8.764 -5.571 -4.994  0.167
O12 9.247 -5.697 -6.106  -0.593
H57 9.423 -4.525 -1.992  0.287
H58 7.917 -4.498 -2.870  0.261
H59 9.017 -3.173 -3.118  0.344
H60 11.249 -3.740 -4.049  0.344
H61 11.540 -5.329 -3.723  0.306
H62 11.191 -4.642 -5.494  0.317
H63 7.704 -5.705 -4.727  0.282
C28 5.645 4.827 -3.123  -0.845
N4 5.533 3.989 -1.914  0.047
C29 6.863 3.324 -1.717  -0.882
C30 4.343 3.824 -1.176  0.201
O13 4.203 3.028 -0.226  -0.597
H64 6.105 4.327 -3.976  0.306
H65 6.254 5.723 -3.007  0.294
H66 4.626 5.152 -3.336  0.291
H67 7.113 2.885 -0.752  0.277
H68 6.713 2.578 -2.498  0.380
H69 7.680 4.040 -1.808  0.274
H70 3.579 4.511 -1.573  0.251
C31 -10.462 4.430 -7.120  -0.918
N5 -10.030 3.382 -8.124  0.071
C32 -10.520 3.592 -9.539  -0.849
C33 -9.125 2.568 -7.712  0.200
O14 -8.514 1.782 -8.492  -0.649
H71 -11.552 4.438 -7.112  0.313
H72 -10.117 5.438 -7.349  0.314
H73 -10.150 4.248 -6.091  0.324
H74 -10.614 2.718 -10.185  0.306
H75 -11.556 3.926 -9.489  0.307
H76 -9.901 4.338 -10.038  0.304
H77 -8.999 2.619 -6.619  0.278